{"formula": "C5H10N2O2", "method": "ωB97M-V/def2-TZVPD", "symbols": ["H", "N", "C", "C", "O", "O", "C", "C", "C", "N", "H", "H", "H", "H", "H", "H", "H", "H", "H"], "xyz": [[-3.8398, -1.6274, -0.6663], [-3.0220, -1.2456, -0.2474], [-2.4346, -0.2292, -0.6558], [-1.3781, 0.5129, 0.2380], [-2.1102, 1.7268, 0.3959], [-1.3275, -0.1098, 1.4988], [0.1061, 0.8106, -0.2517], [0.9769, -0.4299, -0.4460], [2.1449, -0.3363, 0.5237], [0.4325, 1.9955, -0.3243], [1.3108, 2.3588, -0.6099], [-2.5922, 0.3324, -1.6439], [-1.5298, 2.3965, 0.8042], [-2.1798, 0.0653, 1.9401], [0.2556, -1.3508, -0.2919], [1.2195, -0.4368, -1.4420], [1.8517, 0.0054, 1.4235], [3.0814, 0.3088, 0.2260], [2.6175, -1.2243, 0.8305]], "forces_ev_per_a": [[-0.351, 0.045, -1.172], [0.596, -0.003, 1.740], [1.025, 1.104, -2.021], [-1.468, 0.927, 0.812], [0.489, 0.055, -0.042], [0.747, 0.052, 0.019], [-1.019, -2.441, 0.413], [-2.457, -0.788, 2.409], [2.806, 0.499, -2.688], [-1.514, 1.996, 0.241], [1.151, -0.558, -0.197], [-0.142, -0.742, 1.210], [0.040, -0.331, -0.435], [0.420, -0.226, -0.501], [1.732, 1.581, 0.031], [1.061, -0.224, -2.496], [-1.382, 1.696, 2.999], [-2.100, -0.836, 0.025], [0.367, -1.805, -0.347]], "mulliken_charge": [0.236, -0.519, -0.107, 0.442, -0.562, -0.554, 0.335, -0.296, -1.297, -0.650, 0.263, 0.314, 0.316, 0.348, 0.231, 0.397, 0.443, 0.262, 0.397], "relative_energy_kcal_mol": 75.6, "smiles": "[H]/N=C/C(O)(O)/C(CC)=N/[H]", "e_homo_ev": -9.5, "homo_lumo_gap_ev": 10.48, "max_force_ev_per_a": 3.9, "energy_ha": -456.43380}